[1]
Below is a molecular structure, C47H62N3OP2RbSeSi2, with properties calculated with ωB97M-V/def2-TZVPD.

The geometry in XYZ format:
```
119
Properties=species:S:1:pos:R:3:forces:R:3:lowdin_charge:R:1
Rb 11.0260 14.2252 13.7130 0.1 0.0 -0.2 0.654
C 15.0136 16.7771 16.2320 -1.3 -0.4 0.3 -0.036
C 13.9920 16.8876 15.1243 -0.5 -0.4 0.3 -0.169
C 14.4135 16.6958 13.8018 -0.2 0.4 0.3 -0.171
C 15.8540 16.4050 13.4765 -0.1 0.6 -0.9 -0.035
C 13.4809 16.8340 12.7693 0.5 -0.5 -0.7 -0.188
C 13.7535 16.3884 11.3159 0.1 0.4 1.3 -0.005
C 12.2499 17.3819 13.0444 -2.0 -0.1 1.3 -0.205
C 11.3144 17.6021 11.8783 -0.7 1.3 0.5 -0.057
C 11.7450 17.5065 14.4048 1.1 -0.5 -1.4 -0.182
C 10.3255 18.0036 14.6883 -0.3 -0.8 0.3 -0.057
C 12.6429 17.1612 15.4493 -0.3 0.8 -0.9 -0.174
C 12.1079 17.1908 16.8610 -0.9 1.2 -0.4 -0.052
H 15.6686 17.6000 16.0986 0.8 1.0 0.4 0.066
H 15.6102 15.8972 16.0976 0.3 -0.7 0.1 0.061
H 14.5441 16.7637 17.2414 0.6 0.1 -0.8 0.078
H 16.1705 16.8985 12.5380 -0.3 0.0 0.4 0.086
H 15.9869 15.3673 13.2722 0.2 -1.0 0.0 0.053
H 16.5610 16.7088 14.2284 0.1 0.1 0.4 0.063
H 13.1459 15.5236 11.0226 0.0 0.0 0.2 0.072
H 14.8009 16.1314 11.1879 0.0 0.1 -0.3 0.064
H 13.4499 17.2130 10.6867 0.3 0.1 -0.6 0.062
H 11.1304 16.7063 11.3433 -0.3 -1.3 -0.3 0.025
H 11.7036 18.2467 11.0702 0.0 0.2 0.6 0.085
H 10.3365 18.0027 12.2206 0.6 -0.2 -0.4 0.080
H 10.1041 17.8600 15.7597 0.1 0.4 -0.5 0.056
H 9.4647 17.4606 14.1970 1.2 0.4 0.1 0.091
H 10.2767 19.0621 14.4183 -0.2 0.0 0.1 0.081
H 11.7822 18.2248 17.2004 0.5 -1.1 -0.4 0.113
H 12.7160 16.7525 17.6016 1.0 -0.3 0.7 0.038
H 11.2321 16.5646 16.8797 -0.6 -0.1 0.1 0.046
C 14.9519 12.3355 17.1440 0.1 -0.5 0.0 -0.188
Si 13.1782 11.9794 16.6046 0.1 0.3 0.3 0.267
C 12.1779 13.2420 17.5868 -0.7 -0.9 0.1 -0.169
C 12.7581 10.2941 17.3804 -1.4 -0.1 -0.8 -0.182
N 13.0075 12.2504 14.9609 -0.2 -0.3 0.2 -0.292
P 13.2886 11.5556 13.5605 1.1 0.5 0.2 0.514
C 12.6449 12.1837 12.2324 -0.9 0.3 -1.3 -0.506
P 12.0870 12.4516 10.7145 0.7 1.5 0.2 0.566
N 11.0874 13.6742 10.4508 0.2 0.3 0.1 -0.280
Si 10.2064 14.5398 9.3254 -0.9 -0.8 0.1 0.296
C 11.1008 15.9476 8.4156 0.4 0.5 -1.8 -0.200
C 9.3511 13.4970 7.8974 2.6 -1.7 1.2 -0.184
C 8.6809 15.3070 10.2310 0.3 -0.8 -1.1 -0.177
C 13.4378 12.6065 9.3931 -1.0 -1.2 0.2 -0.250
C 14.7657 12.4969 9.7125 1.5 1.0 0.5 -0.095
C 15.7162 12.3077 8.7167 0.3 -0.4 -0.7 -0.106
C 15.3501 12.0756 7.3936 -0.5 0.2 0.6 -0.118
C 13.9846 12.0985 7.0463 0.4 0.0 -0.1 -0.096
C 13.0627 12.3871 8.0562 -0.9 0.2 -0.4 -0.111
C 11.2509 10.9988 10.0801 -1.0 -0.7 0.7 -0.283
C 11.8947 9.8953 9.5285 -1.0 0.9 -0.7 -0.088
C 11.1195 8.8481 9.0769 1.2 -2.5 -1.3 -0.125
C 9.7642 8.7328 9.3210 0.1 0.8 0.7 -0.121
C 9.1433 9.7807 10.0151 -0.1 0.0 0.7 -0.091
C 9.8722 10.9096 10.3856 1.1 -1.9 -1.2 -0.096
C 15.1196 11.6554 13.1818 -0.3 -1.1 0.1 -0.280
C 16.0189 12.6064 13.6548 -0.6 0.8 0.3 -0.107
C 17.2825 12.7530 13.1106 0.8 -1.5 -0.6 -0.098
C 17.7438 11.7639 12.1788 0.0 0.4 0.3 -0.112
C 16.8859 10.7388 11.7586 -0.3 1.3 1.2 -0.114
C 15.5643 10.7347 12.2466 0.8 -1.5 -0.7 -0.128
C 13.0386 9.7359 13.7871 0.5 -1.1 1.0 -0.254
C 13.9934 8.9879 14.5539 -0.4 0.3 -0.6 -0.102
C 13.8730 7.6143 14.7417 -1.5 0.0 -0.1 -0.095
C 12.6943 6.9489 14.2850 2.0 -0.2 -0.1 -0.114
C 11.7866 7.6709 13.5540 -0.1 0.4 -0.2 -0.112
C 11.9278 9.0441 13.3108 0.4 0.5 -0.3 -0.083
H 15.1399 12.3914 18.2135 -0.1 -0.4 0.3 0.017
H 15.2691 13.2912 16.7743 0.1 0.7 -0.5 -0.010
H 15.6010 11.5778 16.6874 0.1 0.1 0.2 0.019
H 12.2838 13.0870 18.6592 0.4 0.1 0.2 0.024
H 11.0861 13.2107 17.4738 0.1 0.1 -0.5 0.020
H 12.5505 14.2127 17.3192 0.0 0.7 -0.1 0.003
H 12.4386 10.4704 18.3987 0.1 0.1 0.5 0.007
H 13.5316 9.5489 17.3834 0.5 -0.3 -0.1 -0.001
H 11.8677 9.8219 16.8877 0.7 0.3 0.2 0.033
H 12.0877 15.6785 7.9429 -0.8 -0.2 0.6 0.026
H 11.3488 16.8022 9.0715 -0.4 -0.2 -0.3 -0.008
H 10.4886 16.2961 7.4928 0.7 -0.3 1.6 0.044
H 10.0509 13.4580 7.0427 -0.5 0.1 0.0 0.006
H 8.4363 13.9131 7.6486 -1.8 1.0 -0.8 -0.035
H 9.1634 12.4185 8.1845 0.2 1.1 -0.1 0.026
H 8.9772 16.2351 10.6763 0.2 0.4 0.8 -0.023
H 8.3653 14.5244 10.9773 -0.1 1.0 -0.7 0.039
H 7.9315 15.6260 9.4612 0.2 -0.7 0.7 0.024
H 15.1663 12.6739 10.7203 -0.7 -0.2 -0.3 0.095
H 16.7825 12.2527 8.9387 -0.2 0.1 0.3 0.092
H 16.1679 11.9033 6.7092 -0.2 -0.1 -0.5 0.080
H 13.6822 11.8630 6.0035 0.1 0.3 0.9 0.098
H 11.9665 12.4367 7.8401 1.0 -0.2 0.0 0.099
H 12.9358 9.9621 9.2906 0.5 -0.2 0.0 0.099
H 11.6241 7.9827 8.4923 -0.8 1.5 1.1 0.120
H 9.3016 7.7962 9.0922 -0.6 -0.2 -0.3 0.076
H 8.1274 9.7388 10.4413 0.3 -0.3 -0.7 0.103
H 9.3886 11.6129 10.9870 -0.5 1.4 0.6 0.070
H 15.6759 13.2806 14.4527 0.1 -0.2 -0.4 0.091
H 17.9551 13.5167 13.5048 -0.1 -0.2 -0.2 0.090
H 18.7859 11.7142 11.8050 -0.7 0.5 0.4 0.088
H 17.2821 9.9793 11.1124 -0.1 -0.3 -0.3 0.086
H 14.9211 9.8819 11.9238 0.3 1.0 0.2 0.121
H 14.8477 9.5516 14.9334 0.0 -0.3 0.0 0.102
H 14.5975 7.0156 15.2695 0.3 0.2 0.1 0.082
H 12.6655 5.8331 14.3191 -0.2 1.1 0.2 0.099
H 11.0032 7.1324 13.0784 -0.8 -0.2 -0.3 0.083
H 11.2187 9.6068 12.6831 0.3 -0.5 0.2 0.098
C 9.7440 11.1027 14.6811 -0.2 -1.0 0.5 -0.035
C 8.5055 11.8415 14.3617 0.5 1.4 -1.7 -0.540
C 7.4333 11.9745 15.3589 -0.1 0.2 0.5 -0.022
O 8.4256 12.4419 13.2928 -0.1 -0.5 0.4 0.001
H 10.1412 11.4081 15.6442 -0.2 -0.4 0.5 0.081
H 10.5166 11.3518 13.9952 0.5 0.1 -0.9 0.010
H 9.5329 10.0064 14.6106 0.3 0.7 0.4 0.113
H 7.1628 10.9766 15.7299 0.0 0.4 0.3 0.087
H 6.6126 12.4563 14.8307 -0.2 0.0 0.4 0.087
H 7.8475 12.6597 16.1441 -0.6 -0.7 -0.4 0.087
Se 8.2098 15.6202 18.3692 -0.3 0.4 1.5 0.358
C 8.7814 15.2207 16.7577 -0.1 -0.4 -1.5 -1.088
N 9.0174 14.9457 15.6490 0.4 0.0 0.2 -0.054
```
Positions in Å, forces in eV/Å.

- DFT total energy: -5755.0221 Ha
- LUMO level: 0.1351 Ha
- HOMO-LUMO gap: 5.4 eV
- ΔE to the lowest compared entry with this formula, charge and spin: 63.1 kJ/mol
- Charge: -2
- Maximum force: 3.37 eV/A
- Multiplicity: 1

---

[2]
Below is a molecular structure, C47H63N11O3S3Si3W, with properties calculated with ωB97M-V/def2-TZVPD.

The geometry in XYZ format:
```
131
Properties=species:S:1:pos:R:3:forces:R:3:mulliken_spin:R:1
W 0.4690 0.5347 -0.0812 0.6 0.3 0.4 1.845
C -9.5138 -0.4516 -9.4961 0.0 0.0 0.0 0.000
O -9.6802 -0.4378 -8.0829 0.0 0.0 0.0 0.000
C -8.5852 -0.3197 -7.3143 0.0 0.0 0.0 0.000
C -8.8130 -0.2860 -5.9347 0.0 0.0 0.0 0.000
C -7.7548 -0.1685 -5.0651 0.0 0.0 0.0 0.000
C -6.4421 -0.0818 -5.5404 0.0 0.0 0.0 0.000
C -6.2261 -0.1164 -6.9140 0.0 0.0 0.0 0.000
C -7.2815 -0.2343 -7.8015 0.0 0.0 0.0 0.000
C -5.2973 0.0443 -4.6457 0.0 0.0 0.0 0.000
N -4.0386 0.1469 -5.0238 0.0 0.0 0.0 0.001
C -3.3209 0.2350 -3.8695 0.0 0.0 0.0 0.008
C -4.1441 0.1881 -2.7641 0.0 0.0 0.0 0.005
N -5.4110 0.0667 -3.2784 0.0 0.0 0.0 0.000
C -3.6639 0.2859 -1.4277 0.0 0.0 0.0 0.001
C -4.4411 0.3005 -0.2653 0.0 0.0 0.0 -0.010
C -3.8160 0.4216 0.9574 0.0 0.0 0.0 -0.005
C -2.4332 0.5260 1.0157 0.0 0.0 0.0 -0.006
N -1.6593 0.5198 -0.0753 -0.3 0.0 0.0 0.012
C -2.2632 0.3945 -1.2907 0.0 0.0 0.0 0.009
C -1.3956 0.4287 -2.4207 0.0 0.0 0.0 -0.017
N -0.0605 0.5579 -2.1457 -0.2 -0.1 -0.3 -0.036
C 0.7610 0.6906 -3.1986 0.0 0.0 0.1 -0.005
C 0.3220 0.6720 -4.5157 0.0 0.0 0.0 -0.002
C -1.0162 0.4990 -4.7987 0.0 0.0 0.0 -0.022
C -1.9026 0.3799 -3.7294 0.0 0.0 0.0 0.007
H -10.5132 -0.5262 -9.9116 0.0 0.0 0.0 0.000
H -8.9229 -1.3136 -9.8116 0.0 0.0 0.0 0.000
H -9.0427 0.4698 -9.8433 0.0 0.0 0.0 0.000
H -9.8314 -0.3528 -5.5780 0.0 0.0 0.0 0.000
H -7.9720 -0.1434 -4.0034 0.0 0.0 0.0 0.000
H -5.2129 -0.0491 -7.2859 0.0 0.0 0.0 0.000
H -7.0821 -0.2603 -8.8621 0.0 0.0 0.0 0.000
H -6.2723 -0.0005 -2.7660 0.0 0.0 0.0 0.000
H -5.5189 0.2227 -0.3210 0.0 0.0 0.0 0.000
H -4.3871 0.4410 1.8750 0.0 0.0 0.0 0.002
H -1.9174 0.6109 1.9624 0.0 0.0 0.0 -0.007
H 1.8134 0.8020 -2.9792 0.0 0.0 0.0 -0.014
H 1.0505 0.7871 -5.3059 0.0 0.0 0.0 0.001
H -1.3935 0.4658 -5.8116 0.0 0.0 0.0 0.001
C -0.5070 3.4697 -0.8265 0.0 0.0 0.0 0.027
O 0.1928 2.7916 0.2370 0.1 -0.2 -0.2 0.030
Si 0.1884 3.5638 1.7771 0.0 0.0 0.0 -0.007
C 0.6161 5.3638 1.5553 0.0 0.0 0.0 0.000
C -1.5674 3.5025 2.3877 0.0 0.0 0.0 0.012
C 1.4922 2.6361 2.7575 0.0 0.0 0.0 0.017
Si 3.2984 3.2062 2.1527 0.0 0.0 0.0 -0.010
C 3.2959 3.6469 0.3239 0.0 0.0 0.0 0.002
C 3.9967 4.7499 2.9434 0.0 0.0 0.0 0.000
C 4.5332 1.8507 2.5538 0.0 0.0 0.0 0.007
Si 1.3505 2.8208 4.6972 0.0 0.0 0.0 0.003
C 2.0783 4.4224 5.3314 0.0 0.0 0.0 0.000
C 2.2762 1.3758 5.4665 0.0 0.0 0.0 0.000
C -0.4067 2.9527 5.3497 0.0 0.0 0.0 -0.001
H -0.4223 4.5497 -0.7084 0.0 0.0 0.0 0.003
H -1.5601 3.1852 -0.8224 0.0 0.0 0.0 -0.002
H -0.0545 3.1851 -1.7733 0.0 0.0 0.0 -0.005
H -0.2911 5.9554 1.4183 0.0 0.0 0.0 0.000
H 1.2774 5.5542 0.7106 0.0 0.0 0.0 0.000
H 1.1114 5.7466 2.4504 0.0 0.0 0.0 0.000
H -2.2320 3.7698 1.5605 0.0 0.0 0.0 0.001
H -1.7053 4.2587 3.1626 0.0 0.0 0.0 0.000
H -1.8914 2.5484 2.7947 0.0 0.0 0.0 -0.001
H 3.2023 4.7295 0.2175 0.0 0.0 0.0 0.000
H 2.5267 3.1740 -0.2773 0.0 0.0 0.0 -0.001
H 4.2633 3.3663 -0.0988 0.0 0.0 0.0 0.002
H 3.3164 5.5965 3.0162 0.0 0.0 0.0 0.000
H 4.8073 5.0507 2.2718 0.0 0.0 0.0 0.000
H 4.4414 4.5732 3.9196 0.0 0.0 0.0 0.000
H 4.2001 0.8389 2.3319 0.0 0.0 0.0 0.002
H 4.8054 1.8949 3.6110 0.0 0.0 0.0 0.001
H 5.4422 2.0455 1.9773 0.0 0.0 0.0 -0.001
H 3.1587 4.4139 5.4424 0.0 0.0 0.0 0.000
H 1.6516 4.5627 6.3287 0.0 0.0 0.0 0.000
H 1.7970 5.2972 4.7433 0.0 0.0 0.0 0.000
H 3.0529 1.7667 6.1271 0.0 0.0 0.0 0.000
H 2.7670 0.7204 4.7455 0.0 0.0 0.0 0.000
H 1.6163 0.7597 6.0812 0.0 0.0 0.0 0.000
H -0.7312 3.9946 5.3080 0.0 0.0 0.0 0.000
H -0.3684 2.6861 6.4105 0.0 0.0 0.0 0.000
H -1.1640 2.3429 4.8732 0.0 0.0 0.0 0.000
C -1.1370 -0.4174 4.9563 0.0 0.0 0.0 0.002
O -0.4426 0.3472 3.9449 0.0 0.0 0.0 -0.017
C 0.5958 -0.2088 3.3554 0.0 0.0 0.1 0.037
S 1.1244 -1.7364 3.5455 -0.1 0.0 -0.1 -0.005
S 1.4498 0.8584 2.2103 -0.2 0.0 -0.1 0.052
H -1.8678 0.2641 5.3791 0.0 0.0 0.0 0.000
H -0.4312 -0.7541 5.7130 0.0 0.0 0.0 0.000
H -1.6180 -1.2799 4.4981 0.0 0.0 0.0 0.001
C 1.7876 -2.4850 -1.9730 0.0 0.0 0.0 0.005
C 0.8530 -2.6225 -0.8254 0.0 0.1 -0.2 -0.002
N 0.2749 -1.6599 -0.1169 0.0 -0.1 0.0 0.015
C -0.6204 -2.2912 0.7369 0.0 -0.1 0.0 0.029
C -0.5553 -3.6285 0.5570 0.1 0.0 0.1 0.005
N 0.3867 -3.8306 -0.4234 -0.1 -0.1 -0.1 -0.001
C 0.9345 -5.1159 -0.8242 0.0 0.1 0.0 0.000
N 2.1608 -5.3954 -0.1355 0.1 -0.1 0.0 0.000
N 3.3486 -5.1072 -0.7263 -0.1 0.0 0.0 0.000
N 4.2975 -5.3415 0.0909 0.0 -0.3 -0.1 0.000
C 3.7548 -5.7990 1.2767 0.0 -0.2 0.0 0.000
C 4.3752 -6.1879 2.4687 0.0 0.0 0.0 0.000
C 3.5549 -6.5829 3.4978 0.0 0.0 0.0 0.000
C 2.1503 -6.6018 3.3550 0.0 0.0 0.0 0.000
C 1.5276 -6.2280 2.1862 0.0 0.0 0.0 0.000
C 2.3691 -5.8255 1.1447 0.0 0.0 0.0 0.000
H 2.0005 -1.4388 -2.1558 0.0 0.0 0.0 -0.011
H 1.3350 -2.9116 -2.8714 0.0 0.0 0.0 0.000
H 2.7243 -3.0142 -1.7929 0.0 0.0 0.0 -0.001
H -1.2372 -1.7459 1.4257 0.0 0.0 0.0 -0.013
H -1.0752 -4.4390 1.0362 0.0 0.0 0.0 0.001
H 1.1443 -5.1165 -1.8908 0.0 0.0 0.0 0.000
H 0.1982 -5.8857 -0.6017 0.0 0.0 0.0 0.000
H 5.4526 -6.1855 2.5611 0.0 0.0 0.0 0.000
H 3.9871 -6.8998 4.4368 0.0 0.0 0.0 0.000
H 1.5472 -6.9311 4.1906 0.0 0.0 0.0 0.000
H 0.4511 -6.2635 2.0878 0.0 0.0 0.0 0.000
C 6.0202 -0.2656 -1.0890 0.0 0.0 0.0 0.001
N 5.1628 -0.9890 -0.1757 0.0 0.0 0.0 -0.003
C 5.6917 -2.0794 0.6498 0.0 0.0 0.0 0.001
C 4.4604 -2.5572 1.4404 0.0 0.1 0.1 -0.001
N 3.4090 -1.6764 0.9317 -0.1 0.0 -0.1 0.005
C 3.8667 -0.7935 0.0470 -0.1 -0.1 0.1 0.035
S 2.9535 0.4373 -0.7090 0.0 0.4 0.0 0.003
H 6.4251 -0.9464 -1.8389 0.0 0.0 0.0 0.001
H 6.8479 0.1867 -0.5408 0.0 0.0 0.0 0.001
H 5.4498 0.5152 -1.5830 0.0 0.0 0.0 0.001
H 6.4829 -1.6971 1.2963 0.0 0.0 0.0 0.000
H 6.1090 -2.8637 0.0172 0.0 0.0 0.0 0.000
H 4.5805 -2.4308 2.5160 0.0 0.1 0.0 0.001
H 4.2229 -3.5981 1.2307 0.1 0.5 0.1 0.001
H 2.4719 -1.6498 1.3094 0.1 0.1 0.0 0.015
```
Positions in Å, forces in eV/Å.

- DFT total energy: -4786.7262 Ha
- LUMO level (spin up / spin down): -0.1854 / -0.1911 Ha
- HOMO-LUMO gap (spin up / spin down): 6.3 / 5.2 eV
- ΔE to the lowest compared entry with this formula, charge and spin: 13.8 kJ/mol
- Charge: +2
- Maximum force: 0.79 eV/A
- Multiplicity: 3

---

> What is the maximum force in the first record?

3.37 eV/A